Entry 1:
This record from the OMol25 dataset describes an isolated molecule of C6H7N. The level of theory is the ωB97M-V functional and the def2-TZVPD basis.

**E_LUMO**: 0.67 eV
**Orbital gap**: 10.7 eV
**Energy relative to the best compared isomer or geometry (same formula, charge and spin)**: 6.278 eV
**Total charge**: 0

Cartesian coordinates (Å):
C -1.5394 0.7217 -0.0900
C -0.6884 1.5828 -0.4707
C -1.8739 -0.5709 0.3272
C 0.1078 0.1015 -0.1875
C 0.8709 -0.3419 -1.3804
C 0.8249 0.4050 1.1437
N -0.7574 -1.1145 0.2728
H -2.9965 -0.8577 0.4542
H 0.4046 0.0157 -2.2392
H 1.0223 -1.3928 -1.1828
H 1.7845 0.1470 -1.3197
H 1.6079 -0.3438 1.3430
H 0.0094 0.2339 1.9668
H 1.2233 1.4140 1.3626

Mulliken population analysis, charges in e, atoms 1 to 2: 0.369, -0.793

Entry 2:
This record from the OMol25 dataset describes an isolated molecule of C6H7N. The level of theory is the ωB97M-V functional and the def2-TZVPD basis.

**E_LUMO**: 0.93 eV
**SMILES**: N#CC1CC=CC1
**Orbital gap**: 10.8 eV
**Energy relative to the best compared isomer or geometry (same formula, charge and spin)**: 0.949 eV
**Total charge**: 0

Cartesian coordinates (Å):
N -1.4824 0.1926 -2.9365
C -1.1712 0.0316 -1.8339
C -0.7611 -0.1316 -0.4370
C -0.1756 1.1547 0.1758
C 0.5532 0.5978 1.3783
C 0.8905 -0.6718 1.1548
C 0.4203 -1.0969 -0.2202
H -1.6270 -0.4664 0.1492
H 0.5707 1.5296 -0.5422
H -0.9021 1.9476 0.3635
H 0.8213 1.1944 2.2443
H 1.4857 -1.3044 1.8054
H 1.1937 -0.8219 -0.9543
H 0.1839 -2.1552 -0.3474

natural (NBO) population analysis, charges in e, atoms 1 to 2: -0.325, 0.292

Entry 3:
This record from the OMol25 dataset describes a cluster of 2 separate species, C6H7N in total. The level of theory is the ωB97M-V functional and the def2-TZVPD basis.

**E_LUMO**: 1.02 eV
**SMILES**: N=C=C1CC1.C#C
**Orbital gap**: 9.2 eV
**Energy relative to the best compared isomer or geometry (same formula, charge and spin)**: 6.066 eV
**Total charge**: 0

Cartesian coordinates (Å):
C -0.1208 0.5143 -0.7401
C 1.2340 2.7552 1.9293
C 0.8424 1.7265 2.3269
C -1.2261 -1.7127 -1.5843
C -0.3451 -2.1388 -0.4035
C -0.6145 -0.6582 -0.7927
N 0.2309 1.6336 -0.3959
H 1.4013 3.7028 1.4102
H 1.1138 2.0122 -0.5338
H 0.6834 0.7275 2.7903
H -0.8144 -1.8117 -2.5737
H -2.2826 -1.8677 -1.6180
H -0.7325 -2.3571 0.6614
H 0.6303 -2.5257 -0.4762

natural (NBO) population analysis, charges in e, atoms 1 to 2: 0.426, -0.256